Entry 1:
90
Properties=species:S:1:pos:R:3:lowdin_charge:R:1 method="wB97M-V/def2-TZVPD" e_lumo_ev=-0.961 gap_ha=0.3162 charge=0 smiles="C#CCC1=CC(=O)c2c(COC(F)(F)F)c(C)cc(C)c2C1=O.FC(F)C(F)(F)COC(F)(F)C(F)F.FC(F)C(F)(F)COC(F)(F)C(F)F.FC(F)C(F)(F)COC(F)(F)C(F)F" e_homo_ev=-9.565
C 2.88 0.50 -3.78 0.117
C 2.29 1.18 -4.58 -0.120
C 1.55 2.01 -5.53 -0.135
C 0.10 2.10 -5.10 -0.129
C -0.33 2.89 -4.12 0.080
C -1.77 2.95 -3.78 -0.304
O -2.25 3.97 -3.34 0.135
C -2.55 1.69 -4.01 -0.021
C -3.63 1.34 -3.21 -0.063
C -4.18 2.29 -2.17 -0.095
O -4.82 3.44 -2.76 0.069
C -6.15 3.45 -2.64 -0.736
F -6.73 2.36 -3.19 0.159
F -6.56 3.47 -1.36 0.151
F -6.61 4.52 -3.24 0.203
C -4.18 0.06 -3.36 -0.171
C -5.29 -0.50 -2.49 -0.023
C -3.71 -0.77 -4.37 0.016
C -2.69 -0.40 -5.24 -0.172
C -2.25 -1.38 -6.29 -0.026
C -2.09 0.84 -5.03 -0.034
C -0.90 1.27 -5.82 -0.274
O -0.71 0.96 -6.98 0.123
H 3.17 -0.22 -3.06 0.028
H 1.59 1.57 -6.53 0.117
H 1.98 3.01 -5.55 0.127
H 0.33 3.54 -3.56 0.138
H -3.40 2.63 -1.50 0.138
H -4.91 1.77 -1.57 0.087
H -5.34 -0.04 -1.51 0.050
H -5.07 -1.55 -2.32 0.089
H -6.25 -0.43 -3.00 0.094
H -4.15 -1.74 -4.50 0.124
H -3.01 -2.14 -6.42 0.079
H -1.33 -1.88 -5.96 0.098
H -2.04 -0.92 -7.24 0.073
C -3.09 1.22 2.10 -0.035
C -4.12 0.33 1.39 -0.439
C -4.88 -0.70 2.24 -0.303
F -4.04 -1.59 2.78 0.098
F -5.75 -1.36 1.43 0.102
F -3.57 -0.29 0.33 0.134
F -5.09 1.18 0.93 0.099
O -1.73 0.84 1.98 0.057
C -1.13 -0.01 2.86 -0.547
C -0.60 -1.27 2.16 -0.279
F -1.60 -1.93 1.56 0.109
F -0.06 -2.07 3.11 0.093
F -1.92 -0.32 3.90 0.140
F -0.04 0.63 3.35 0.144
H -3.15 2.17 1.57 0.150
H -3.37 1.41 3.13 0.150
H -5.45 -0.20 3.03 0.175
H 0.16 -1.00 1.43 0.178
C 8.80 -0.72 -1.67 -0.042
C 7.62 -1.67 -1.90 -0.444
C 6.88 -1.56 -3.24 -0.307
F 6.33 -0.34 -3.39 0.090
F 5.88 -2.48 -3.25 0.095
F 6.74 -1.58 -0.88 0.137
F 8.14 -2.93 -1.90 0.101
O 8.56 0.44 -0.90 0.052
C 8.16 1.62 -1.46 -0.549
C 6.80 2.07 -0.91 -0.287
F 5.86 1.14 -1.15 0.097
F 6.45 3.22 -1.53 0.102
F 8.16 1.58 -2.81 0.154
F 9.05 2.57 -1.09 0.143
H 9.50 -1.30 -1.07 0.150
H 9.31 -0.49 -2.61 0.148
H 7.55 -1.76 -4.07 0.174
H 6.88 2.25 0.17 0.175
C 0.46 -2.21 6.38 -0.044
C -0.59 -3.28 6.72 -0.442
C -1.95 -2.81 7.24 -0.305
F -1.82 -2.13 8.40 0.097
F -2.73 -3.89 7.46 0.100
F -0.06 -4.19 7.57 0.139
F -0.87 -3.91 5.54 0.102
O 1.46 -1.95 7.34 0.056
C 1.31 -1.02 8.32 -0.550
C 1.40 -1.65 9.72 -0.287
F 0.44 -2.58 9.87 0.103
F 1.20 -0.68 10.64 0.099
F 0.19 -0.29 8.18 0.153
F 2.36 -0.16 8.24 0.140
H 1.00 -2.62 5.53 0.144
H -0.02 -1.29 6.03 0.139
H -2.43 -2.17 6.49 0.169
H 2.38 -2.10 9.86 0.175

Entry 2:
115
Properties=species:S:1:pos:R:3:lowdin_spin:R:1 method="wB97M-V/def2-TZVPD" e_lumo_ev="-5.531 / -8.678" gap_ha="0.2203 / 0.0996" charge=+2 s_squared=6.08 e_homo_ev="-11.525 / -11.387" spin_multiplicity=5
Os 0.52 -1.01 0.24 2.226
C 1.41 4.22 -0.34 0.003
N 1.28 3.00 0.43 0.029
C 1.06 1.76 -0.10 0.045
N 0.73 0.86 0.85 0.047
C 0.68 1.58 2.06 0.022
C 0.95 2.91 1.84 -0.003
C 0.86 4.05 2.70 0.000
C 1.76 5.11 2.63 -0.001
C 1.58 6.32 3.29 0.000
C 0.49 6.51 4.09 -0.001
C -0.38 5.43 4.27 0.000
C -0.19 4.22 3.60 -0.001
C 0.40 1.14 3.42 0.003
C 1.34 1.50 4.43 0.000
C 1.03 1.29 5.75 0.000
C -0.17 0.74 6.09 0.000
C -1.09 0.35 5.11 0.001
C -0.83 0.57 3.78 0.002
P 0.79 1.40 -1.86 0.062
C -0.93 0.98 -1.97 0.155
N -1.65 0.67 -0.86 0.016
C -2.99 0.63 -1.25 0.157
C -3.09 0.91 -2.65 0.170
N -1.77 1.11 -3.09 0.005
C -1.34 1.56 -4.42 0.000
C -4.25 1.27 -3.42 0.046
C -4.31 1.17 -4.82 0.046
C -5.23 1.90 -5.55 0.007
C -6.20 2.68 -4.93 0.078
C -6.27 2.66 -3.51 -0.007
C -5.28 2.02 -2.80 0.059
C -4.05 0.32 -0.29 0.059
C -5.19 -0.38 -0.68 0.063
C -6.27 -0.52 0.21 -0.006
C -6.14 0.04 1.49 0.083
C -4.96 0.62 1.92 0.002
C -3.88 0.70 1.03 0.057
C 2.06 0.17 -1.90 0.035
N 2.24 -0.71 -0.90 0.011
C 3.29 -1.57 -1.30 0.009
C 3.65 -1.24 -2.57 -0.002
N 2.87 -0.12 -2.98 0.014
C 2.95 0.53 -4.28 0.002
C 4.70 -1.76 -3.43 0.000
C 4.47 -2.07 -4.78 0.000
C 5.54 -2.43 -5.62 0.000
C 6.83 -2.44 -5.15 0.000
C 7.04 -2.16 -3.81 0.000
C 5.99 -1.90 -2.94 0.000
C 3.93 -2.61 -0.43 0.002
C 4.10 -2.39 0.95 0.003
C 4.66 -3.34 1.79 0.000
C 5.07 -4.55 1.24 0.003
C 4.83 -4.84 -0.10 0.000
C 4.27 -3.89 -0.96 0.002
H 1.68 3.94 -1.38 0.001
H 2.22 4.87 0.02 0.001
H 0.53 4.86 -0.32 0.001
H 2.69 5.00 2.09 0.000
H 2.30 7.10 3.15 0.000
H 0.32 7.45 4.58 0.000
H -1.21 5.56 4.97 0.000
H -0.93 3.46 3.75 0.000
H 2.27 1.98 4.15 0.000
H 1.81 1.49 6.53 0.000
H -0.47 0.63 7.12 0.000
H -2.00 -0.16 5.40 0.000
H -1.54 0.27 3.02 0.000
H -1.51 0.77 -5.19 -0.001
H -0.29 1.85 -4.40 0.001
H -1.93 2.44 -4.73 0.000
H -3.58 0.55 -5.30 0.001
H -5.15 1.82 -6.65 -0.001
H -6.92 3.25 -5.52 0.003
H -7.01 3.33 -3.07 -0.001
H -5.29 2.12 -1.71 0.000
H -5.23 -0.79 -1.69 0.000
H -7.19 -1.04 -0.01 -0.001
H -7.03 0.04 2.14 0.004
H -4.83 0.98 2.93 -0.001
H -2.93 1.07 1.40 0.001
H 3.98 0.65 -4.67 0.000
H 2.56 1.53 -4.19 0.001
H 2.35 0.02 -5.03 0.001
H 3.45 -2.10 -5.15 0.000
H 5.33 -2.65 -6.71 0.000
H 7.69 -2.63 -5.80 0.000
H 8.02 -2.26 -3.43 0.000
H 6.17 -1.82 -1.86 0.000
H 3.84 -1.43 1.41 0.000
H 4.79 -3.11 2.86 0.000
H 5.63 -5.24 1.88 0.000
H 5.11 -5.86 -0.45 0.000
H 4.09 -4.08 -2.03 0.000
Br 1.66 -2.27 3.22 0.055
C -0.24 -2.54 3.33 -0.012
C -0.56 -2.89 4.63 0.022
C -1.75 -3.59 4.90 -0.011
C -2.64 -3.86 3.87 0.020
C -2.42 -3.44 2.55 -0.002
C -3.27 -3.82 1.48 0.073
C -3.04 -3.31 0.21 -0.005
C -2.00 -2.38 -0.01 0.086
C -1.11 -1.97 0.98 0.003
C -1.22 -2.60 2.28 0.025
H 0.09 -2.65 5.47 0.002
H -1.89 -3.97 5.92 -0.001
H -3.55 -4.44 4.11 0.001
H -4.06 -4.58 1.61 0.003
H -3.72 -3.63 -0.58 -0.002
H -1.89 -1.97 -1.04 0.009
Se 1.04 -5.89 -0.06 0.157
C 0.99 -4.11 -0.22 0.035
N 0.93 -2.91 -0.26 0.031

Entry 3:
50
Properties=species:S:1:pos:R:3:lowdin_spin:R:1 method="wB97M-V/def2-TZVPD" e_lumo_ev="-6.754 / -7.231" gap_ha="0.2677 / 0.2698" charge=+2 s_squared=2.02 e_homo_ev="-14.039 / -14.572" spin_multiplicity=3
W 0.22 -0.34 -0.36 1.613
O -0.74 0.67 -1.51 0.015
C -0.76 1.59 -2.46 0.019
C -1.94 2.12 -2.98 -0.002
C -1.88 3.07 -3.98 0.021
C -0.66 3.51 -4.48 -0.005
C 0.52 3.01 -3.98 0.019
C 0.50 2.04 -2.96 0.001
C 1.69 1.52 -2.40 0.069
N 1.75 0.64 -1.42 0.004
C 3.10 0.31 -0.97 0.003
C 3.03 0.21 0.55 0.003
N 1.92 -0.70 0.85 0.002
C 2.16 -1.59 1.78 0.041
C 1.28 -2.63 2.15 0.000
C 1.57 -3.52 3.20 0.013
C 0.72 -4.55 3.51 -0.004
C -0.45 -4.74 2.77 0.012
C -0.78 -3.89 1.74 -0.002
C 0.07 -2.81 1.42 0.014
O -0.22 -1.96 0.46 0.044
H -2.88 1.78 -2.59 0.000
H -2.80 3.49 -4.37 0.001
H -0.64 4.24 -5.28 -0.001
H 1.47 3.36 -4.35 0.001
H 2.62 1.90 -2.81 0.002
H 3.83 1.06 -1.28 0.000
H 3.40 -0.66 -1.39 0.000
H 2.83 1.21 0.98 0.000
H 3.98 -0.16 0.95 0.000
H 3.12 -1.56 2.29 0.001
H 2.48 -3.37 3.77 0.001
H 0.97 -5.23 4.31 0.000
H -1.09 -5.58 3.00 0.001
H -1.68 -4.02 1.16 0.000
C -5.64 0.40 1.29 0.000
N -4.21 0.24 1.21 0.000
C -3.27 0.99 2.01 0.003
C -1.96 0.59 1.37 0.008
O -0.81 0.98 1.63 0.098
N -2.20 -0.30 0.39 0.005
C -3.54 -0.48 0.31 0.001
N -4.10 -1.28 -0.58 0.000
H -5.89 0.94 2.20 0.000
H -6.15 -0.56 1.31 0.000
H -6.01 0.98 0.44 0.000
H -3.31 0.71 3.07 0.000
H -3.43 2.07 1.95 0.000
H -3.52 -1.81 -1.21 0.000
H -5.10 -1.43 -0.60 0.000

Entry 4:
78
Properties=species:S:1:pos:R:3:lowdin_charge:R:1 method="wB97M-V/def2-TZVPD" e_lumo_ev=0.139 gap_ha=0.3548 charge=0 smiles=CCO.CCO.CCO.CCO.CCO.CCO.CO.CO.CO.CO e_homo_ev=-9.515
C 9.97 -16.21 -10.95 -0.066
C 8.53 -16.03 -10.35 -0.262
O 8.40 -14.92 -9.40 -0.108
H 10.68 -16.66 -10.18 0.103
H 10.32 -15.29 -11.37 0.021
H 9.98 -16.96 -11.75 0.052
H 8.22 -16.94 -9.98 0.073
H 7.78 -15.77 -11.16 0.108
H 8.66 -14.10 -9.90 0.097
C 17.03 -14.58 -12.74 -0.067
C 16.41 -14.24 -11.42 -0.360
O 16.63 -15.23 -10.54 -0.048
H 18.11 -14.65 -12.67 0.078
H 16.84 -13.62 -13.31 0.100
H 16.61 -15.48 -13.12 0.064
H 15.41 -13.85 -11.42 0.099
H 16.96 -13.35 -11.07 0.128
H 17.15 -14.93 -9.79 0.138
C 12.33 -13.15 -11.60 -0.056
C 12.69 -13.72 -10.23 -0.321
O 12.03 -13.03 -9.20 -0.042
H 11.33 -13.50 -11.82 0.058
H 12.93 -13.59 -12.36 0.028
H 12.49 -12.04 -11.67 0.103
H 13.67 -13.79 -10.06 0.050
H 12.41 -14.76 -10.28 0.076
H 12.02 -13.53 -8.39 0.083
C 11.26 -13.39 -18.46 -0.105
C 10.68 -14.28 -17.42 -0.293
O 9.25 -13.95 -17.34 -0.095
H 11.29 -12.36 -18.19 0.067
H 10.70 -13.43 -19.38 0.067
H 12.27 -13.78 -18.82 0.089
H 11.09 -14.11 -16.46 0.067
H 10.85 -15.33 -17.68 0.118
H 8.78 -14.45 -16.65 0.044
C 14.29 -14.47 -16.33 -0.062
C 14.06 -13.88 -14.94 -0.286
O 12.67 -13.85 -14.66 -0.101
H 15.35 -14.53 -16.41 0.062
H 13.83 -13.86 -17.09 0.054
H 13.93 -15.53 -16.49 0.104
H 14.66 -12.99 -15.03 0.107
H 14.62 -14.39 -14.11 0.097
H 12.47 -12.95 -14.47 0.099
C 7.46 -18.54 -14.83 -0.063
C 8.78 -18.34 -14.03 -0.361
O 9.36 -17.33 -14.70 -0.080
H 6.87 -17.66 -14.74 0.050
H 6.86 -19.40 -14.52 0.073
H 7.76 -18.82 -15.87 0.089
H 9.31 -19.34 -13.99 0.126
H 8.61 -18.07 -12.98 0.094
H 10.24 -17.17 -14.32 0.067
C 12.11 -20.16 -11.36 -0.223
O 10.79 -20.38 -11.08 -0.119
H 12.87 -20.93 -11.02 0.096
H 12.36 -19.11 -10.99 0.070
H 12.22 -20.10 -12.44 0.069
H 10.65 -20.05 -10.16 0.104
C 12.79 -16.65 -12.94 -0.139
O 11.92 -16.24 -13.95 -0.137
H 13.80 -16.50 -13.24 0.063
H 12.58 -17.69 -12.66 0.073
H 12.62 -15.96 -12.05 0.074
H 12.24 -15.37 -14.23 0.017
C 15.07 -17.90 -10.07 -0.185
O 14.57 -16.58 -10.09 -0.170
H 16.00 -17.96 -9.50 0.070
H 15.27 -18.18 -11.11 0.077
H 14.34 -18.66 -9.64 0.088
H 15.32 -16.06 -10.51 0.021
C 8.50 -14.18 -13.80 -0.107
O 7.82 -14.89 -14.89 -0.086
H 9.58 -14.26 -13.62 0.064
H 7.97 -14.15 -12.83 0.070
H 8.53 -13.11 -13.98 0.072
H 8.08 -15.76 -14.89 -0.018

Entry 5:
88
Properties=species:S:1:pos:R:3:lowdin_spin:R:1 method="wB97M-V/def2-TZVPD" e_lumo_ev="-0.967 / -1.352" gap_ha="0.3003 / 0.3063" charge=0 s_squared=3.02 e_homo_ev="-9.138 / -9.688" spin_multiplicity=3
N 0.56 1.40 4.36 0.000
C 0.46 2.77 4.11 0.000
C -0.36 3.34 2.81 0.000
C -1.93 3.73 3.09 0.001
F -2.17 4.74 1.98 0.000
O -1.94 4.23 4.48 0.000
S -2.74 3.07 5.48 0.001
O -1.65 2.75 6.55 0.000
O -3.98 3.69 6.19 0.002
O -3.02 1.88 4.25 0.001
C -3.09 2.55 2.92 0.003
C -4.57 3.26 2.82 0.023
C -5.83 2.23 2.71 0.057
C -6.80 2.19 4.05 0.734
F -6.99 0.85 4.73 0.160
C -7.53 3.35 4.61 0.743
F -8.73 3.86 3.84 0.129
F -7.22 4.08 5.86 0.122
P -2.92 1.51 1.33 0.001
O -3.74 2.15 0.11 -0.001
H 0.04 0.90 3.60 0.000
H 1.05 3.46 4.88 0.000
H 0.18 4.35 2.49 0.000
H -0.18 2.59 1.93 0.000
H -4.60 3.93 1.83 0.000
H -4.81 4.01 3.70 0.003
H -5.55 1.12 2.45 0.003
H -6.53 2.63 1.83 0.018
H -1.56 1.23 0.93 0.000
H -3.54 0.21 1.57 0.000
C 0.30 -3.29 -1.75 -0.001
C -0.58 -2.63 -0.65 -0.023
C -0.84 -3.67 0.47 -0.013
C -1.82 -4.76 0.05 -0.001
C -3.13 -4.16 -0.44 -0.013
C -2.94 -3.09 -1.56 -0.022
N -1.86 -2.09 -1.24 -0.323
O -2.39 -1.18 -0.31 -0.597
C -2.63 -3.78 -2.91 -0.001
C -4.33 -2.42 -1.82 0.001
C 0.34 -1.49 -0.10 0.001
H 1.30 -3.52 -1.35 0.000
H -0.08 -4.23 -2.12 0.000
H 0.44 -2.61 -2.60 -0.001
H -1.24 -3.17 1.36 -0.003
H 0.10 -4.13 0.78 -0.001
H -1.37 -5.40 -0.73 0.000
H -2.02 -5.42 0.90 -0.001
H -3.78 -4.96 -0.80 -0.001
H -3.64 -3.71 0.42 -0.002
H -2.33 -3.05 -3.67 -0.001
H -3.51 -4.30 -3.30 0.000
H -1.86 -4.54 -2.85 0.000
H -4.76 -1.97 -0.91 0.001
H -5.07 -3.16 -2.16 0.000
H -4.26 -1.64 -2.59 0.000
H 0.53 -0.74 -0.87 0.000
H 1.31 -1.89 0.22 0.000
H -0.09 -0.99 0.78 0.001
C 7.30 0.38 -2.79 0.001
C 6.22 0.12 -1.71 0.021
C 5.65 -1.31 -1.91 0.012
C 4.74 -1.41 -3.13 0.001
C 3.62 -0.38 -3.06 0.012
C 4.13 1.07 -2.83 0.021
N 5.16 1.17 -1.75 0.305
O 4.47 1.11 -0.52 0.621
C 4.71 1.64 -4.15 0.001
C 2.88 1.98 -2.58 -0.001
C 7.05 0.15 -0.38 -0.001
H 8.16 -0.29 -2.66 0.000
H 6.97 0.20 -3.81 0.000
H 7.68 1.41 -2.73 0.001
H 5.08 -1.62 -1.02 0.003
H 6.47 -2.04 -2.01 0.001
H 5.32 -1.28 -4.06 0.000
H 4.31 -2.42 -3.18 0.001
H 3.03 -0.43 -3.98 0.001
H 2.95 -0.67 -2.25 0.002
H 5.22 2.60 -3.98 0.001
H 3.92 1.84 -4.89 0.000
H 5.40 0.97 -4.66 0.000
H 2.27 1.64 -1.73 -0.001
H 2.20 1.97 -3.45 0.000
H 3.17 3.02 -2.40 0.000
H 7.47 1.15 -0.20 0.000
H 7.89 -0.55 -0.42 0.000
H 6.46 -0.14 0.50 -0.001

Entry 6:
10
Properties=species:S:1:pos:R:3:nbo_charge:R:1 method="wB97M-V/def2-TZVPD" e_lumo_ev=0.020 gap_ha=0.3990 charge=0 smiles="C=CC(=O)Cl.Cl" e_homo_ev=-10.838
C 2.03 -0.35 0.16 -0.268
C 1.19 0.54 -0.29 -0.357
C 0.12 1.08 0.38 0.593
O -0.07 1.64 1.41 -0.445
Cl -1.39 0.71 -0.63 -0.173
Cl -4.41 -1.36 0.37 -0.290
H 2.80 -0.59 -0.50 0.198
H 1.97 -0.91 1.10 0.211
H 1.42 0.85 -1.23 0.241
H -3.66 -1.62 -0.76 0.291

Entry 7:
14
Properties=species:S:1:pos:R:3:nbo_charge:R:1 method="wB97M-V/def2-TZVPD" e_lumo_ev="-2.060 / -2.063" gap_ha="0.2387 / 0.2384" charge=0 e_homo_ev="-8.556 / -8.551"
C -1.45 -1.71 -0.17 0.080
C 1.68 -1.13 -0.38 -0.303
C -0.54 -0.68 -0.05 0.418
C -1.95 1.22 0.14 -0.283
C 2.31 0.17 -0.13 0.827
N -2.13 -2.64 -0.19 -0.160
O -0.68 0.56 0.11 -0.376
F 1.76 1.19 -0.82 -0.333
F 3.60 0.10 -0.52 -0.316
F 2.35 0.62 1.17 -0.356
H 1.82 -1.86 0.41 0.161
H -2.48 1.07 -0.81 0.210
H -1.73 2.27 0.29 0.225
H -2.55 0.83 0.96 0.208

Entry 8:
17
Properties=species:S:1:pos:R:3:nbo_charge:R:1 method="wB97M-V/def2-TZVPD" e_lumo_ev=0.976 gap_ha=0.4014 charge=0 smiles="CC(=O)O.C=CC" e_homo_ev=-9.947
O 0.83 -0.65 1.12 -0.612
C 1.58 -0.14 0.33 0.798
O 1.15 0.51 -0.76 -0.696
C 3.07 -0.13 0.45 -0.726
H 0.17 0.43 -0.80 0.508
H 3.54 0.50 -0.30 0.231
H 3.43 -1.16 0.37 0.242
H 3.33 0.22 1.45 0.241
C -2.50 0.12 0.85 -0.662
C -2.22 -0.37 -0.54 -0.134
C -1.98 0.43 -1.58 -0.468
H -1.72 -0.24 1.52 0.247
H -2.55 1.20 0.89 0.208
H -3.46 -0.28 1.19 0.218
H -2.23 -1.44 -0.70 0.199
H -1.77 0.01 -2.56 0.208
H -2.03 1.50 -1.46 0.197

Total energy in hartree, matching the order above: -4382.18207, -8065.45125, -1340.86924, -1392.96208, -2847.63467, -1112.29041, -622.27431, -346.98923